{
  "formula": "C19H22BCl18F3IO2",
  "method": "ωB97M-V/def2-TZVPD",
  "species": ["F", "C", "F", "F", "B", "O", "C", "C", "C", "C", "C", "I", "C", "C", "C", "C", "C", "C", "C", "O", "H", "H", "H", "H", "H", "H", "H", "H", "H", "H", "H", "H", "H", "H", "H", "H", "C", "Cl", "Cl", "Cl", "H", "C", "Cl", "Cl", "Cl", "H", "C", "Cl", "Cl", "Cl", "H", "C", "Cl", "Cl", "Cl", "H", "C", "Cl", "Cl", "Cl", "H", "C", "Cl", "Cl", "Cl", "H"],
  "positions_angstrom": [[1.600, 0.825, 5.336], [1.704, 1.971, 4.586], [2.521, 2.786, 5.325], [0.465, 2.554, 4.661], [2.271, 1.695, 3.062], [2.521, 0.261, 2.785], [1.893, 0.000, 1.556], [1.690, 1.393, 0.862], [3.011, 1.754, 0.151], [2.964, 2.943, -0.820], [4.060, 2.921, -1.883], [6.043, 2.558, -1.143], [0.486, 1.274, -0.082], [0.531, 0.087, -1.013], [-0.154, -1.090, -0.714], [-0.101, -2.200, -1.544], [0.648, -2.144, -2.711], [1.318, -0.975, -3.049], [1.250, 0.126, -2.206], [1.402, 2.187, 1.976], [3.364, 2.288, 2.997], [2.407, -0.758, 0.960], [0.871, -0.354, 1.783], [3.789, 1.942, 0.888], [3.328, 0.869, -0.413], [3.032, 3.889, -0.278], [2.025, 2.964, -1.380], [4.138, 3.880, -2.388], [3.871, 2.133, -2.609], [-0.416, 1.234, 0.529], [0.398, 2.169, -0.706], [-0.710, -1.121, 0.211], [-0.631, -3.104, -1.273], [0.711, -3.003, -3.367], [1.886, -0.930, -3.969], [1.764, 1.042, -2.475], [7.194, 0.309, 2.734], [5.678, 0.021, 1.909], [8.478, -0.748, 2.108], [7.693, 1.999, 2.626], [7.060, 0.072, 3.781], [-3.589, -4.152, 0.785], [-5.106, -4.050, -0.116], [-2.553, -5.393, 0.076], [-2.766, -2.598, 0.820], [-3.818, -4.441, 1.802], [-8.897, -3.211, -1.154], [-8.897, -4.231, 0.283], [-8.687, -1.513, -0.716], [-7.651, -3.720, -2.290], [-9.858, -3.316, -1.639], [-10.147, 2.127, -0.983], [-9.062, 2.759, 0.252], [-11.811, 2.639, -0.684], [-9.621, 2.617, -2.594], [-10.118, 1.047, -0.938], [-3.833, -7.377, -3.420], [-5.150, -6.340, -3.978], [-2.341, -6.458, -3.247], [-4.267, -8.177, -1.908], [-3.672, -8.142, -4.167], [6.042, 5.573, 1.372], [4.962, 4.481, 2.224], [5.240, 6.288, -0.035], [6.656, 6.853, 2.439], [6.894, 5.010, 1.010]],
  "atomic_forces_ev_per_a": [[0.0, 0.2, 0.0], [-0.2, -0.2, 0.0], [-0.2, 0.0, 0.0], [0.1, 0.0, 0.0], [1.2, 0.4, -0.2], [-0.1, 0.1, -0.4], [-0.8, 0.4, 0.5], [0.5, -1.6, 0.5], [-0.3, 0.2, -0.6], [0.5, 0.2, 0.2], [-0.3, 0.1, 0.1], [0.0, 0.0, 0.0], [-0.1, 0.4, -0.4], [0.0, -0.2, -0.1], [0.1, 0.1, 0.1], [0.1, 0.2, 0.0], [0.0, -0.1, -0.1], [-0.1, -0.1, 0.2], [0.1, 0.1, 0.0], [-0.4, 0.4, -0.2], [0.0, 0.1, 0.3], [0.2, 0.1, 0.0], [0.1, -0.3, -0.3], [-0.1, -0.1, 0.2], [0.0, 0.0, 0.0], [-0.1, -0.1, 0.1], [0.0, 0.0, 0.0], [0.0, 0.0, -0.1], [0.2, 0.0, 0.0], [0.1, 0.0, 0.1], [-0.1, 0.1, 0.2], [0.0, -0.1, 0.0], [0.0, 0.0, 0.0], [0.0, 0.0, 0.0], [0.0, 0.1, 0.0], [0.0, 0.0, 0.0], [-0.1, -0.1, -0.1], [0.0, 0.1, 0.1], [0.0, 0.0, 0.0], [0.0, 0.0, 0.0], [0.0, 0.0, 0.0], [0.0, 0.0, -0.1], [0.0, 0.0, 0.1], [0.0, 0.0, 0.1], [-0.2, -0.1, 0.1], [0.0, 0.0, 0.0], [0.0, 0.0, 0.0], [0.0, 0.0, 0.0], [0.0, 0.0, 0.0], [-0.1, 0.0, 0.0], [0.0, 0.0, 0.0], [0.0, 0.1, 0.0], [0.0, 0.0, 0.0], [0.0, 0.0, 0.0], [0.0, 0.0, 0.0], [0.0, 0.0, 0.0], [0.0, 0.0, 0.0], [0.0, 0.0, 0.0], [0.0, 0.0, -0.1], [0.0, 0.0, 0.0], [0.0, 0.0, 0.0], [-0.1, -0.1, 0.1], [0.0, 0.1, -0.1], [0.0, 0.1, 0.0], [0.0, -0.1, 0.0], [0.0, 0.0, 0.0]],
  "fmax_ev_per_a": 1.73,
  "gap_ha": 0.233,
  "homo_ev": -4.89,
  "total_energy_ha": -9793.3987,
  "charge": -1
}